Entry 1:
A structure of composition C51H46Br2F3N7RbSb. Source: the Open Molecules 2025 dataset; level of theory: ωB97M-V/def2-TZVPD.

Computed properties:
Molecular weight = 1181.0 Da
2S+1 = 1
Kohn-Sham gap = 5.43 eV
LUMO level = -0.21 eV
DFT total energy = -219495.0238 eV
HOMO energy = -5.642 eV

Geometry (Å):
Sb  -0.925  1.754  1.775
Rb  0.725  -0.359  -0.650
Br  -3.056  -5.721  2.749
Br  4.318  -4.638  4.549
F  -1.618  7.471  4.204
F  -6.371  1.423  -1.251
F  -1.876  -1.572  6.962
N  2.474  1.880  0.108
N  -0.752  -1.832  1.653
N  0.350  2.590  -1.612
N  2.410  0.764  -2.639
N  1.208  -2.755  -2.052
N  -0.501  0.479  -3.258
N  2.030  -1.911  1.569
C  -5.204  1.507  -0.584
C  -2.134  -4.084  -1.272
C  0.244  -5.007  -2.340
C  -2.910  0.943  -0.382
C  0.457  4.893  -0.997
C  -2.814  1.685  0.795
C  -1.703  -0.833  5.849
C  2.025  -3.625  3.232
C  2.227  -2.918  -2.940
C  0.170  -3.638  -1.987
C  4.567  -2.415  -3.483
C  -1.112  1.785  -3.422
C  -2.624  0.481  4.094
C  -0.825  -5.863  -2.158
C  -0.763  -4.079  2.475
C  -5.153  2.273  0.563
C  -1.355  0.677  3.559
C  -1.207  3.683  2.652
C  -1.797  6.020  2.366
C  3.153  -3.358  -5.155
C  -0.424  -0.660  5.359
C  0.883  3.576  -0.889
C  -3.949  2.355  1.248
C  -0.115  -2.895  2.143
C  -2.076  -1.908  1.554
C  4.401  -2.861  -4.788
C  -2.824  -3.021  1.896
C  -0.566  5.187  -1.883
C  -1.103  4.171  -2.651
C  3.514  -2.453  -2.583
C  -1.043  5.217  4.520
C  3.417  1.704  -2.195
C  -1.481  6.230  3.694
C  1.838  1.035  -3.945
C  2.096  -3.398  -4.266
C  -2.812  -0.279  5.240
C  -2.035  -5.424  -1.626
C  -0.599  2.883  -2.499
C  -1.068  -3.218  -1.441
C  3.354  -1.878  1.653
C  -0.913  3.940  3.988
C  -0.266  0.095  4.205
C  -1.652  4.738  1.855
C  4.099  -2.676  2.507
C  -2.138  -4.133  2.342
C  3.404  -3.550  3.321
C  -4.106  0.834  -1.079
C  0.595  0.192  -4.191
C  1.378  -2.797  2.321
C  3.665  1.599  -0.696
C  2.028  3.264  0.067
H  -2.152  6.842  1.760
H  0.853  -0.864  -4.082
H  2.543  0.856  -4.771
H  0.918  5.665  -0.394
H  -2.043  0.432  -0.784
H  1.717  3.568  1.071
H  3.067  2.715  -2.431
H  3.661  -2.135  -1.554
H  -0.981  2.158  -4.450
H  0.733  0.195  3.791
H  -3.793  -0.450  5.660
H  -1.885  4.365  -3.374
H  -3.898  -3.020  1.784
H  -3.497  0.905  3.610
H  3.860  -1.176  1.000
H  -0.818  5.427  5.556
H  0.274  0.351  -5.232
H  4.382  1.589  -2.714
H  -3.066  -3.705  -0.864
H  5.533  -2.047  -3.154
H  -2.192  1.701  -3.278
H  -2.585  -1.034  1.165
H  2.998  -3.720  -6.165
H  -1.200  -0.247  -3.353
H  3.995  0.581  -0.467
H  4.497  2.272  -0.435
H  2.641  1.612  1.068
H  1.584  2.100  -3.984
H  -3.898  2.971  2.139
H  -1.171  -2.181  -1.139
H  0.414  -1.120  5.864
H  -1.912  4.567  0.816
H  1.172  -5.394  -2.741
H  -0.709  -6.906  -2.434
H  -0.930  6.202  -1.985
H  -2.868  -6.099  -1.494
H  1.135  -3.775  -4.592
H  -0.220  -4.954  2.798
H  2.777  -0.186  -2.627
H  5.218  -2.831  -5.496
H  -4.195  0.245  -1.981
H  -0.590  3.140  4.645
H  -6.040  2.791  0.900
H  1.478  -4.304  3.867
H  2.857  3.936  -0.200
H  5.176  -2.608  2.534

Entry 2:
A structure of composition C51H46BrIN6O4PSTm in a non-equilibrium geometry. Source: the Open Molecules 2025 dataset; level of theory: ωB97M-V/def2-TZVPD.

Computed properties:
Molecular weight = 1245.8 Da
2S+1 = 3
Kohn-Sham gap (spin up / spin down) = 7.00 / 7.00 eV
LUMO level (spin up / spin down) = -0.97 / -0.96 eV
DFT total energy = -198562.1143 eV
HOMO energy (spin up / spin down) = -7.968 / -7.968 eV

Geometry (Å):
Tm  -0.981  -1.388  0.749
I  -1.024  1.203  -2.549
Br  -3.285  3.786  -1.713
S  2.227  -1.130  -0.710
P  3.052  2.169  0.288
O  0.763  -0.887  -0.673
O  2.813  -0.963  0.596
O  0.431  -0.806  2.416
O  2.383  -2.402  -1.378
N  -3.174  -0.372  -0.020
N  -0.493  -5.514  -2.337
N  -1.335  -3.458  -0.926
N  -1.221  0.848  1.522
N  -0.221  1.374  2.252
N  -2.784  -7.924  4.440
C  -0.618  -4.315  -3.217
C  5.699  2.640  1.288
C  -0.115  -4.082  -0.362
C  -3.398  0.788  0.607
C  5.707  5.355  1.066
C  1.854  3.760  -1.790
C  -5.182  2.428  -3.201
C  -1.834  -3.097  2.141
C  -5.421  -0.409  -0.835
C  3.021  0.089  -1.747
C  4.216  0.310  -3.826
C  2.617  2.533  5.021
C  3.825  1.888  4.970
C  -2.314  1.501  1.295
C  -4.194  -0.977  -0.660
C  1.108  4.013  0.499
C  3.967  0.692  4.234
C  4.543  3.250  0.723
C  0.123  4.912  0.059
C  -1.039  -3.083  -2.339
C  -3.830  2.344  -2.790
C  -3.060  1.258  -3.038
C  4.570  4.647  0.667
C  -2.345  -5.618  3.419
C  6.813  3.358  1.728
C  -3.336  -4.969  2.684
C  1.938  3.411  -0.454
C  0.438  -5.183  -1.247
C  -3.644  0.180  -3.732
C  -1.823  -5.761  -1.729
C  -2.480  2.879  1.919
C  -3.076  -3.758  2.017
C  -1.129  -4.973  3.588
C  3.370  -0.410  -3.008
C  0.548  0.396  2.727
C  -0.937  -3.724  3.008
C  -2.596  -6.895  3.940
C  6.827  4.724  1.628
C  -5.716  1.405  -3.997
C  1.652  0.851  3.582
C  3.600  1.306  -1.284
C  -5.650  0.793  -0.149
C  1.569  2.033  4.306
C  4.795  1.499  -3.387
C  2.863  0.117  3.618
C  -4.666  1.397  0.582
C  4.454  2.002  -2.127
C  0.024  5.227  -1.286
C  0.941  4.712  -2.189
C  -2.340  -4.520  -0.953
C  -4.930  0.280  -4.255
H  0.382  -4.160  -3.606
H  -2.899  3.593  1.249
H  5.673  6.429  0.923
H  -1.894  -2.528  -2.782
H  -1.323  -4.489  -4.027
H  -3.214  2.748  2.789
H  7.658  5.343  1.959
H  -0.417  -5.415  4.254
H  -2.553  -6.076  -2.522
H  -4.012  -1.924  -1.140
H  -3.035  -0.721  -3.907
H  5.421  2.086  -4.064
H  -3.222  -4.169  -1.528
H  -5.832  3.247  -2.949
H  -6.678  1.157  -0.187
H  0.606  -6.135  -0.723
H  2.515  3.510  5.451
H  2.562  3.426  -2.536
H  -4.299  -5.450  2.579
H  4.858  2.945  -1.790
H  -0.017  -3.181  3.218
H  0.958  4.960  -3.265
H  -6.734  1.418  -4.366
H  0.692  -3.308  -0.277
H  5.674  1.546  1.382
H  -5.349  -0.566  -4.833
H  -1.721  -6.607  -1.035
H  -0.230  -2.386  -2.305
H  -3.942  -3.354  1.423
H  0.634  2.575  4.273
H  4.438  -0.082  -4.791
H  3.720  5.214  0.321
H  -2.614  -4.805  0.075
H  -6.166  -0.868  -1.461
H  4.734  2.302  5.456
H  -4.891  2.289  1.141
H  3.030  -1.375  -3.318
H  -0.535  5.361  0.764
H  1.379  -4.767  -1.672
H  -0.729  5.934  -1.603
H  4.938  0.207  4.137
H  7.616  2.804  2.151
H  2.949  -0.782  3.050
H  -1.464  3.128  2.270
H  1.124  3.655  1.522
H  -0.355  -4.468  0.631

Entry 3:
A structure of composition C51H47FeN8O4P2S in a non-equilibrium geometry. Source: the Open Molecules 2025 dataset; level of theory: ωB97M-V/def2-TZVPD.

Computed properties:
Molecular weight = 985.8 Da
2S+1 = 5
Kohn-Sham gap (spin up / spin down) = 7.31 / 7.12 eV
LUMO level (spin up / spin down) = -2.80 / -2.80 eV
DFT total energy = -137559.8040 eV
Net charge = +1
HOMO energy (spin up / spin down) = -10.110 / -9.915 eV

Geometry (Å):
Fe  1.592  0.562  0.218
S  6.918  -2.101  -4.631
P  -1.433  -0.505  1.476
P  -2.957  -1.711  -0.859
O  2.456  -0.271  2.107
O  -1.991  -0.762  -1.472
O  1.660  2.258  1.193
O  -0.269  -0.238  0.644
N  2.229  -1.266  -0.938
N  1.298  3.513  -3.045
N  0.796  1.631  -1.589
N  3.711  0.834  -0.452
N  0.061  1.502  -3.875
N  5.430  -2.675  -4.285
N  -0.981  3.077  -2.332
N  7.037  -0.924  -3.505
C  3.283  -1.156  -1.753
C  4.311  -0.346  3.522
C  1.754  2.730  -1.942
C  2.682  4.384  3.949
C  -7.329  -0.255  -1.077
C  0.306  -2.896  4.213
C  -3.878  0.842  1.868
C  -3.879  3.122  2.618
C  5.858  1.868  -0.377
C  3.688  -2.075  -2.739
C  1.055  2.572  -4.153
C  -2.992  -4.761  -3.473
C  -7.002  -1.527  -0.585
C  2.145  2.601  2.428
C  5.464  0.078  -1.868
C  -0.341  -2.541  5.376
C  2.843  -3.211  -2.839
C  -4.661  -1.148  -0.911
C  4.506  1.750  0.063
C  -3.219  -4.490  -0.717
C  -1.193  2.162  -3.464
C  -4.944  0.159  -1.375
C  -4.596  1.949  2.236
C  -1.292  -1.492  5.428
C  2.861  1.775  3.272
C  2.063  3.914  2.839
C  -0.957  -1.090  3.115
C  3.477  2.203  4.424
C  6.321  1.010  -1.350
C  -3.430  -5.760  -1.328
C  4.167  -0.010  -1.399
C  -2.483  0.878  1.832
C  3.410  3.529  4.834
C  -5.701  -1.978  -0.519
C  -0.050  -2.184  3.072
C  -2.898  -3.405  -1.459
C  1.765  -3.374  -1.992
C  0.558  0.741  -2.774
C  -2.677  -3.611  -2.804
C  -2.491  3.119  2.600
C  -0.015  4.114  -2.737
C  -0.468  2.321  -1.204
C  -2.544  -1.912  0.902
C  4.976  -1.903  -3.324
C  3.125  0.359  2.916
C  1.475  -2.339  -1.107
C  -1.813  2.016  2.142
C  5.859  -0.901  -2.891
C  -6.260  0.551  -1.491
C  -3.439  -5.822  -2.705
C  -1.579  -0.757  4.292
H  -8.383  0.032  -1.158
H  0.118  4.771  -1.904
H  -4.392  3.994  2.988
H  1.023  -3.690  4.151
H  2.753  2.313  -2.281
H  2.667  5.418  4.137
H  -1.691  -1.259  6.437
H  1.189  -4.283  -1.878
H  0.378  -2.345  2.119
H  -2.960  -4.746  -4.535
H  4.047  1.472  5.018
H  -4.421  -0.020  1.553
H  -1.562  2.703  -4.356
H  -2.418  -2.720  -3.364
H  4.114  2.384  0.876
H  -1.211  1.610  -0.933
H  -0.188  2.966  -0.352
H  -3.747  -6.561  -0.716
H  3.068  -3.914  -3.609
H  -1.847  -2.736  0.928
H  2.020  2.151  -4.454
H  -0.442  4.703  -3.524
H  4.268  -0.538  4.616
H  -0.763  2.055  2.043
H  -3.555  -6.802  -3.115
H  5.189  0.205  3.213
H  -0.050  -3.134  6.310
H  -5.545  -3.003  -0.138
H  6.448  2.518  0.259
H  -2.059  1.481  -3.163
H  0.634  3.115  -4.986
H  -1.949  4.063  2.782
H  -0.187  -0.010  -2.435
H  -3.416  -2.135  1.580
H  -4.154  0.756  -1.763
H  1.826  3.320  -1.027
H  1.509  4.572  2.247
H  -7.802  -2.100  -0.190
H  7.330  1.134  -1.798
H  -5.707  1.952  2.198
H  -2.295  0.092  4.296
H  -6.377  1.551  -1.900
H  3.949  3.910  5.681
H  -3.287  -4.504  0.390
H  0.600  -2.502  -0.462
H  4.359  -1.275  3.029
H  1.541  0.310  -3.047

Entry 4:
A structure of composition C51H48ClEuF6N4O4P2S2 in a non-equilibrium geometry. Source: the Open Molecules 2025 dataset; level of theory: ωB97M-V/def2-TZVPD.

Computed properties:
Molecular weight = 1208.5 Da
2S+1 = 8
Kohn-Sham gap (spin up / spin down) = 5.30 / 5.79 eV
LUMO level (spin up / spin down) = 2.22 / 2.22 eV
DFT total energy = -156218.3460 eV
Net charge = -1
HOMO energy (spin up / spin down) = -3.077 / -3.567 eV

Geometry (Å):
Eu  -1.157  1.942  -0.555
Cl  1.351  5.188  -0.687
S  -1.136  0.397  -3.946
S  -2.272  -1.353  -1.971
P  3.807  -0.875  -1.419
P  1.521  -4.027  0.089
F  0.988  0.457  -5.508
F  -4.822  -0.440  -2.361
F  -0.018  -1.516  -5.581
F  -4.473  -2.597  -3.045
F  1.142  -0.985  -3.802
F  -4.706  -2.022  -0.901
O  -1.798  0.993  -5.081
O  -2.046  -0.239  -1.014
O  -0.606  1.328  -2.909
O  -1.744  -2.589  -1.492
N  -1.683  -0.924  -3.342
N  -4.728  4.213  1.600
N  -2.978  3.019  2.643
N  -2.876  3.420  0.368
C  -2.002  1.974  2.756
C  1.062  -8.234  -1.654
C  3.947  -4.899  1.270
C  0.574  -7.146  -2.325
C  6.280  0.419  -0.607
C  -0.922  0.029  1.831
C  0.802  3.510  -0.642
C  -5.505  4.459  2.790
C  -4.906  3.348  -2.759
C  -3.416  3.683  -0.895
C  -1.676  1.165  1.696
C  -1.606  2.679  5.143
C  -5.525  6.974  2.113
C  3.269  -4.220  3.838
C  -5.999  3.424  3.586
C  -4.174  -1.596  -2.130
C  3.807  -2.571  -0.702
C  -2.945  4.708  -3.065
C  0.321  -0.485  -4.786
C  -3.579  3.446  1.484
C  -2.644  4.467  -1.752
C  6.899  0.684  1.727
C  4.845  -1.237  -2.890
C  5.638  0.132  2.099
C  -0.388  -0.255  3.094
C  -4.136  4.215  -3.602
C  5.073  -0.944  -5.321
C  1.458  -8.112  -0.324
C  -7.227  5.104  4.866
C  -0.743  0.508  4.184
C  6.913  -1.827  -4.046
C  6.360  -1.538  -5.262
C  4.939  -5.038  2.273
C  7.200  0.721  0.384
C  4.739  -0.207  1.084
C  2.708  -4.306  1.489
C  -6.882  6.134  3.976
C  1.511  -6.838  0.233
C  2.668  -3.433  -1.228
C  4.569  -4.770  3.608
C  4.316  -0.859  -4.186
C  2.372  -3.953  2.797
C  1.221  -5.706  -0.505
C  0.665  -5.856  -1.747
C  6.146  -1.676  -2.862
C  -1.482  1.694  3.997
C  -6.798  3.799  4.688
C  -4.561  3.027  -1.455
C  5.062  -0.188  -0.256
C  -6.009  5.794  2.948
C  -5.369  1.886  -0.851
H  -5.173  4.471  0.714
H  -5.781  2.396  3.422
H  -7.335  7.107  4.164
H  3.800  -2.359  0.404
H  -0.479  0.146  5.200
H  -4.423  4.408  -4.685
H  -4.731  1.058  -0.493
H  -2.240  5.197  -3.753
H  -5.759  2.853  -3.161
H  -1.741  4.949  -1.323
H  -7.946  5.261  5.659
H  4.174  -5.340  0.296
H  1.995  -2.812  -1.867
H  -6.011  1.499  -1.571
H  -4.773  7.570  2.586
H  6.568  0.566  -1.619
H  5.238  -4.891  4.453
H  6.533  -1.963  -1.902
H  -3.467  3.138  3.541
H  6.885  -1.716  -6.228
H  3.015  -4.276  -1.803
H  8.244  0.995  0.115
H  7.574  1.020  2.499
H  1.725  -9.055  0.152
H  1.355  -3.558  2.987
H  -2.709  2.848  5.359
H  -7.319  3.074  5.291
H  4.758  -2.961  -0.891
H  -5.863  2.214  0.003
H  5.906  -5.437  2.005
H  0.122  -7.185  -3.316
H  1.149  -9.189  -2.159
H  0.209  -1.149  3.342
H  4.669  -0.633  -6.270
H  2.964  -4.104  4.885
H  5.468  -0.082  3.169
H  -1.178  3.620  4.974
H  1.512  3.022  0.023
H  3.303  -0.439  -4.192
H  -1.220  2.175  6.065
H  3.824  -0.673  1.403
H  7.852  -2.345  -4.009
H  1.775  -6.701  1.293
H  -5.162  6.669  1.099
H  0.970  3.096  -1.647
H  -6.419  7.597  1.837
H  0.183  -4.980  -2.191
H  -0.674  -0.580  0.954